# 1
C27H43BrN2P2Zn | wB97M-V/def2-TZVPD

## Properties
E_tot in a.u.: -6199.5161
LUMO energy in Ha: -0.3123
2S+1: 1
Relative energy (zero: lowest compared OMol25 entry of this formula, charge and spin) in kJ/mol: 53.0
Net charge: +2
Orbital gap in eV: 2.991

Cartesian coordinates (Å):
N -5.91307 4.18585 -3.33951
C -5.64941 4.61338 -2.10642
C -4.80202 3.92015 -1.23675
C -4.17924 2.70445 -1.66220
C -4.41654 2.33462 -3.01756
C -5.30505 3.08678 -3.79252
C -3.28487 2.01521 -0.76450
Zn -1.63606 0.28449 0.50210
P 4.08340 -0.61902 0.93439
C -2.14056 1.19038 -1.13836
C -0.89120 2.02168 -1.38652
C -0.09140 1.78430 -2.51467
C 1.05776 2.53892 -2.73058
C 1.45781 3.48812 -1.77151
C 0.60927 3.77519 -0.70471
C -0.54087 2.98451 -0.47643
Br 3.20985 4.10017 -1.69448
H -3.31768 2.40946 0.25923
H -2.36371 0.41758 -1.88343
H -4.62475 4.33694 -0.24443
H -3.94514 1.45682 -3.45851
H -6.16230 5.52542 -1.78803
H -5.54780 2.77193 -4.80800
H -0.42656 1.03099 -3.22655
H -1.09982 3.08212 0.47476
H 1.66315 2.34086 -3.62434
H 0.91330 4.53064 0.03306
P -0.89613 -2.10852 0.27937
C 4.47921 1.17102 1.04862
C 5.85360 1.52921 0.45186
H 4.47070 1.41378 2.12507
H 3.66607 1.71637 0.54071
H 6.07916 2.57850 0.67295
H 6.66183 0.92187 0.88144
H 5.88041 1.41156 -0.63957
C 3.46348 -0.86668 -0.75756
C 4.44043 -1.73302 -1.56455
H 3.36295 0.13146 -1.20164
H 2.47177 -1.32891 -0.69590
H 4.14020 -1.77061 -2.61558
H 5.46434 -1.33502 -1.54873
H 4.46849 -2.77182 -1.21071
C 2.92739 -1.10122 2.22860
C 3.69592 -1.66296 3.44275
H 2.26166 -1.86466 1.80510
H 2.31747 -0.23130 2.49978
H 3.04030 -2.27404 4.07395
H 4.53458 -2.30130 3.11792
H 4.09255 -0.87203 4.09459
C -0.64311 -3.19323 1.74834
C -1.52996 -4.43781 1.71314
H -0.81404 -2.57268 2.64445
H 0.42760 -3.46842 1.77396
H -2.56490 -4.21086 1.99116
H -1.52503 -4.90806 0.72272
H -1.15347 -5.17722 2.42964
C 0.03480 -3.07833 -0.98227
C -0.29297 -2.72234 -2.43181
H -0.11057 -4.16185 -0.80668
H 1.10247 -2.87335 -0.77390
H -1.32651 -2.98727 -2.69939
H -0.13341 -1.65124 -2.63418
H 0.36854 -3.28536 -3.10619
C -2.71011 -2.29117 -0.17534
C -3.63519 -1.71071 0.89453
H -2.93002 -3.35115 -0.39710
H -2.82200 -1.73515 -1.12189
H -4.58186 -1.41380 0.43841
H -3.87833 -2.44043 1.67013
H -3.26545 -0.82092 1.43002
C -0.10625 0.22549 4.76059
C -0.52174 0.34327 3.38468
N -0.90819 0.40251 2.28459
H -0.88604 0.64099 5.41675
H 0.83561 0.76680 4.94043
H 0.03725 -0.85133 5.02319

# 2
C27H43F3N3O5P2 | wB97M-V/def2-TZVPD

## Properties
E_tot in a.u.: -2577.0021
LUMO energy in Ha: -0.1085
2S+1: 1
Relative energy (zero: lowest compared OMol25 entry of this formula, charge and spin) in kJ/mol: 182.3
Net charge: +1
Orbital gap in eV: 8.597
SMILES: C#CC[C@@]1(COC)[C@](F)(c2ccccn2)N[C@@](CCCCCCC)(PP(=O)(O)O)[C@H](CC)[N@@+]1(CCF)CC(=O)F

Cartesian coordinates (Å):
C 3.40699 -4.21248 -0.76834
C 3.11676 -3.28747 -0.05864
C 2.75110 -2.10085 0.78041
C 2.42686 -0.74545 -0.02655
C 3.81117 -0.51404 -0.65918
O 4.09414 0.63067 -1.43633
C 5.49193 0.74630 -1.69110
C 1.26040 -1.20221 -0.99818
F 0.56742 -2.35613 -0.49498
C 1.70932 -1.62993 -2.44170
C 2.25718 -0.74958 -3.39407
C 2.64286 -1.11129 -4.71591
C 2.42710 -2.49175 -5.03489
C 1.84010 -3.26170 -4.00196
N 1.48580 -2.90430 -2.78084
N 0.19448 -0.26467 -1.18326
C -0.51843 0.20379 0.02657
C -1.18554 1.58860 -0.33409
C -2.72627 1.79599 -0.23718
C -3.30161 2.03428 1.20897
C -4.83624 2.31172 1.20866
C -5.74997 1.05576 1.34046
C -5.25533 -0.03260 2.34073
C -6.38849 -0.93726 2.93055
P -2.01787 -0.95394 0.42347
P -2.90910 -1.67351 -1.41059
O -4.34818 -1.85697 -1.11901
O -2.35529 -3.15913 -1.86953
O -2.78753 -0.61477 -2.65758
C 0.46139 0.16701 1.25528
C -0.09390 0.76668 2.56845
C -0.26037 2.28901 2.83061
N 1.93523 0.36182 0.91944
C 2.22639 1.75795 0.44429
C 1.86378 2.30255 -0.95373
F 2.92939 3.16268 -1.32546
C 2.73163 0.23644 2.20256
C 2.91319 1.44313 3.14427
O 3.59331 2.39266 2.97160
F 2.35571 1.36505 4.40804
H 3.55620 -4.96947 -1.52806
H 1.95471 -2.40014 1.48180
H 3.67691 -1.99625 1.39290
H 4.07658 -1.34968 -1.35592
H 4.61876 -0.60017 0.11859
H 5.90119 -0.16927 -2.17804
H 6.03170 0.98973 -0.74605
H 5.63259 1.58166 -2.39965
H 2.44139 0.31196 -3.15242
H 3.08796 -0.40359 -5.42479
H 2.70020 -2.87977 -6.02393
H 1.64876 -4.32219 -4.26417
H -0.41458 -0.47821 -1.96592
H -0.72264 2.46843 0.16648
H -0.94654 1.77582 -1.40939
H -2.89804 2.79412 -0.71512
H -3.35864 1.11667 -0.84430
H -2.97641 1.25638 1.92445
H -2.81340 2.98187 1.54523
H -5.08657 2.82663 0.25061
H -5.05303 3.04156 2.01975
H -5.99373 0.56221 0.37661
H -6.72937 1.42104 1.73782
H -4.60117 0.41480 3.12630
H -4.57789 -0.70734 1.76372
H -6.69382 -0.50914 3.90587
H -7.22497 -0.93196 2.19821
H -6.01945 -1.97812 3.03362
H -1.48365 -2.11580 1.06867
H -3.11472 -3.57595 -2.31817
H -3.06028 -1.01915 -3.49775
H 0.42339 -0.91973 1.53012
H -1.11440 0.32361 2.68520
H 0.40535 0.32819 3.46323
H 0.01291 3.02326 2.05731
H 0.31812 2.56648 3.74188
H -1.30898 2.51880 3.11527
H 1.80620 2.53918 1.11180
H 3.32567 1.89932 0.53854
H 0.98853 2.98187 -0.99180
H 1.76354 1.59442 -1.78630
H 2.26808 -0.54008 2.84612
H 3.79404 -0.00400 1.99041

# 3
C27H44BrEuN3OP2 | wB97M-V/def2-TZVPD

## Properties
E_tot in a.u.: -5261.2409
LUMO energy (spin up / spin down) in Ha: -0.2722 / -0.2718
2S+1: 8
Relative energy (zero: lowest compared OMol25 entry of this formula, charge and spin) in kJ/mol: 0.0
Net charge: +2
Orbital gap (spin up / spin down) in eV: 4.615 / 4.626

Cartesian coordinates (Å):
C -1.54400 6.69180 -4.43072
C -1.77256 5.33200 -4.65505
C -2.09770 4.89106 -5.95176
C -1.92929 5.80134 -7.01206
N -1.65417 7.07894 -6.79166
C -1.46132 7.53539 -5.55460
C -1.44022 4.31662 -3.66090
C -0.50810 3.53353 -3.31360
C 0.56688 2.61294 -3.18552
C 1.56724 2.71605 -2.19399
C 2.14508 1.55324 -1.72916
C 1.96633 0.32677 -2.40244
C 1.16605 0.29684 -3.56446
C 0.52238 1.44152 -3.98565
Eu -2.37354 2.78631 -2.04949
P 2.91606 -1.12275 -1.82071
H -2.36409 3.85810 -6.13324
H -1.36814 7.09270 -3.42920
H -2.03786 5.45360 -8.04100
H -1.23980 8.60340 -5.42826
H -0.11728 1.40639 -4.86838
H 1.81245 3.68632 -1.74363
H 0.97893 -0.64478 -4.08556
H 2.69446 1.57649 -0.78474
C 2.01454 -2.05817 -0.57614
C 2.36322 -3.54260 -0.54731
H 0.94574 -1.88453 -0.76712
H 2.24362 -1.59739 0.39169
H 1.90710 -4.01953 0.32686
H 1.98163 -4.07599 -1.42347
H 3.44282 -3.73309 -0.47719
C 3.26469 -2.08861 -3.29477
C 3.86392 -1.29608 -4.46448
H 2.30387 -2.53750 -3.59883
H 3.93516 -2.91731 -3.03068
H 4.12895 -1.98944 -5.27874
H 3.14923 -0.57261 -4.88374
H 4.76878 -0.74796 -4.18066
C 4.41118 -0.49992 -1.05245
C 5.53446 -1.51196 -0.82924
H 4.09807 -0.05248 -0.09943
H 4.75006 0.33260 -1.68241
H 6.42450 -0.98054 -0.46913
H 5.26618 -2.27070 -0.08113
H 5.80875 -2.01517 -1.76501
Br -1.04340 0.02613 -1.40032
P -2.65867 -2.61924 -3.76758
C -0.83905 -2.98436 -3.75838
C -0.53067 -4.45526 -4.07377
H -0.45672 -2.69679 -2.76283
H -0.36857 -2.32916 -4.51199
H 0.55612 -4.59962 -4.15109
H -0.90508 -5.12666 -3.28940
H -0.97828 -4.76193 -5.02945
C -3.04879 -2.52132 -1.97423
C -4.45186 -3.03446 -1.65173
H -2.92230 -1.47010 -1.65789
H -2.29686 -3.12133 -1.43843
H -4.61260 -2.97977 -0.57119
H -5.22435 -2.43484 -2.14226
H -4.56964 -4.07952 -1.95804
C -2.71770 -0.91482 -4.45760
C -3.07916 -0.99979 -5.95005
H -1.73685 -0.44079 -4.29392
H -3.47538 -0.34726 -3.89394
H -3.35602 -0.01382 -6.33483
H -2.23638 -1.36659 -6.54732
H -3.92805 -1.67505 -6.11894
C 1.39918 3.66693 1.22228
N 0.25583 2.86251 1.62565
C -0.85926 2.69507 0.88052
N -1.70925 1.70174 1.30482
O -1.14610 3.43633 -0.12009
H 1.49869 3.70832 0.12886
H 2.31107 3.20945 1.63244
H 1.34173 4.68445 1.62918
H 0.35390 2.24725 2.43285
H -2.06800 1.09793 0.55598
H -1.36718 1.17346 2.09313

# 4
C27H44BrN3OP2Pt | wB97M-V/def2-TZVPD

## Properties
E_tot in a.u.: -4670.0967
LUMO energy (spin up / spin down) in Ha: -0.2290 / -0.2887
2S+1: 3
Relative energy (zero: lowest compared OMol25 entry of this formula, charge and spin) in kJ/mol: 190.9
Net charge: +2
Orbital gap (spin up / spin down) in eV: 5.662 / 5.623

Cartesian coordinates (Å):
C -0.73563 -0.91564 -5.42179
C -0.44485 0.30566 -4.76795
C -0.19521 1.45607 -5.53196
C -0.16972 1.33007 -6.92467
N -0.42135 0.17029 -7.52662
C -0.71326 -0.91939 -6.82369
C -0.20893 0.37955 -3.35428
C 0.08305 -0.33273 -2.27934
C 0.50700 -1.52602 -1.61076
C -0.38056 -2.46985 -1.02795
C 0.09534 -3.30676 -0.03424
C 1.28790 -2.91195 0.60640
C 2.27050 -2.20905 -0.11775
C 1.88370 -1.57430 -1.27612
Pt 0.41241 1.61775 -1.95197
P -2.13372 0.10615 1.51814
H 0.06274 2.40071 -5.05041
H -0.90849 -1.83089 -4.85283
H 0.07404 2.19324 -7.55028
H -0.92944 -1.84365 -7.36814
H 2.59918 -1.00721 -1.86153
H -1.42130 -2.48332 -1.34812
H 3.28557 -2.20143 0.26095
H -0.42604 -4.21469 0.27088
C -2.56573 0.81931 3.15528
C -3.71759 1.82573 3.22831
H -1.63895 1.29094 3.51909
H -2.76690 -0.03690 3.81540
H -3.90618 2.06078 4.28500
H -3.48294 2.77140 2.72279
H -4.65809 1.43458 2.81613
C -2.51287 1.42513 0.27191
C -3.89898 1.41349 -0.37316
H -1.72348 1.35719 -0.50786
H -2.35997 2.38833 0.77968
H -4.00527 2.30760 -0.99937
H -4.05829 0.54703 -1.02539
H -4.71292 1.44834 0.36186
C -3.30627 -1.26355 1.19803
C -4.66203 -1.20476 1.90194
H -2.77404 -2.18596 1.47620
H -3.44970 -1.29568 0.10736
H -5.22012 -2.12101 1.67472
H -4.57941 -1.14028 2.99252
H -5.28162 -0.36928 1.55692
Br -0.05281 -1.31419 2.07752
P 1.47480 2.39669 -0.24349
C 0.46520 3.27694 1.01943
C 1.22191 4.08827 2.06574
H -0.13783 2.48751 1.50378
H -0.24830 3.89825 0.45586
H 0.55846 4.85171 2.48640
H 1.55538 3.46515 2.89919
H 2.09109 4.60250 1.64586
C 2.20382 1.02510 0.75291
C 3.14335 1.40379 1.88958
H 2.70451 0.37130 0.02775
H 1.34488 0.45621 1.14315
H 3.46490 0.48451 2.39565
H 4.03928 1.91060 1.51581
H 2.66996 2.02737 2.65052
C 2.94315 3.36348 -0.78106
C 2.86678 4.88935 -0.65573
H 3.06628 3.07636 -1.83503
H 3.82597 2.97544 -0.24628
H 3.41134 5.34550 -1.49195
H 1.83549 5.26008 -0.67873
H 3.35498 5.24672 0.26383
C 3.78507 -5.43120 1.58193
N 2.41774 -5.71354 2.00903
C 1.49247 -4.77964 2.07394
N 0.22310 -4.99309 2.45262
O 1.84464 -3.54541 1.76001
H 3.80441 -4.88718 0.63280
H 4.28859 -6.38410 1.43949
H 4.30899 -4.85880 2.35638
H 2.17321 -6.62942 2.36517
H -0.33873 -4.16982 2.64925
H 0.00634 -5.88147 2.88534

# 5
C27H44BrNOP2SV | wB97M-V/def2-TZVPD

## Properties
E_tot in a.u.: -5783.4403
LUMO energy (spin up / spin down) in Ha: -0.2370 / -0.2562
2S+1: 4
Relative energy (zero: lowest compared OMol25 entry of this formula, charge and spin) in kJ/mol: 0.0
Net charge: +2
Orbital gap (spin up / spin down) in eV: 8.005 / 7.596

Cartesian coordinates (Å):
C -0.49575 -3.34704 -2.90876
C 0.36328 -2.33158 -2.45737
C 1.33165 -1.78957 -3.32023
C 1.26089 -2.16208 -4.65360
N 0.40117 -3.07897 -5.10539
C -0.46011 -3.64968 -4.26179
C 0.33973 -1.95358 -1.09022
C 0.86796 -2.16206 0.05950
C 1.55860 -2.65035 1.22681
C 1.36708 -1.88876 2.39899
C 2.04578 -2.23143 3.56599
C 2.89137 -3.32878 3.49768
C 3.09923 -4.12019 2.35686
C 2.40713 -3.77229 1.19813
V -0.23837 -0.48969 1.08051
P -1.61028 0.50430 -0.90473
H 2.08619 -1.09453 -2.95716
H -1.16334 -3.86230 -2.22122
H 1.91900 -1.67092 -5.38306
H -1.18806 -4.36536 -4.66639
H 2.50236 -4.30423 0.25178
H 0.68448 -0.93595 2.40023
H 3.77014 -4.97542 2.32678
H 1.93050 -1.66014 4.48130
C -2.68443 1.96702 -0.55839
C -3.23695 2.77874 -1.72829
H -2.09835 2.62037 0.10601
H -3.49720 1.54670 0.05191
H -3.84223 3.58485 -1.29755
H -2.46149 3.25005 -2.34631
H -3.90243 2.20885 -2.38821
C -0.69378 1.02799 -2.41607
C -1.31502 0.82961 -3.79509
H 0.26812 0.49869 -2.36577
H -0.48879 2.09447 -2.25471
H -0.59253 1.21671 -4.52546
H -1.49278 -0.22510 -4.04905
H -2.24213 1.40112 -3.94615
C -2.78382 -0.75367 -1.54136
C -3.96662 -0.29633 -2.39021
H -3.16527 -1.30389 -0.66778
H -2.13309 -1.44790 -2.09146
H -4.53275 -1.19587 -2.65841
H -4.64969 0.37018 -1.85037
H -3.68226 0.18174 -3.33445
Br 3.83491 -3.71524 5.10983
P 1.23564 1.69881 1.01693
C 0.93114 3.13439 -0.10279
C 1.41666 4.50248 0.38228
H -0.16396 3.13584 -0.25699
H 1.38287 2.88945 -1.07973
H 1.13441 5.25838 -0.36533
H 0.94748 4.78907 1.33434
H 2.51228 4.54828 0.48407
C 1.05071 2.23868 2.75863
C 2.32081 2.74111 3.43057
H 0.64509 1.37571 3.32076
H 0.25408 3.00024 2.77385
H 2.08693 2.98407 4.47490
H 3.10145 1.96952 3.44308
H 2.71452 3.65517 2.96491
C 2.90987 1.02768 0.64531
C 4.01670 2.03702 0.34447
H 2.75230 0.34891 -0.21347
H 3.19947 0.38151 1.49075
H 4.95331 1.48401 0.18782
H 3.81910 2.61063 -0.57153
H 4.18872 2.72650 1.18368
C -1.92484 -0.44442 3.85952
S -2.41133 -0.77239 2.16994
C -2.50543 -2.54964 1.97841
O -3.81378 -0.29236 2.00346
H -1.14904 -1.15766 4.15394
H -2.80124 -0.53195 4.50779
H -1.52214 0.57525 3.90496
H -3.55582 -2.83255 2.10929
H -2.16166 -2.80303 0.96839
H -1.87636 -3.04715 2.72046

# 6
C27H44F12NO9 | wB97M-V/def2-TZVPD

## Properties
E_tot in a.u.: -2985.4577
LUMO energy in Ha: 0.0793
2S+1: 1
Net charge: -1
Orbital gap in eV: 3.698

Cartesian coordinates (Å):
C 2.55968 -0.97396 -0.63561
C 2.69191 0.56854 -0.43616
C 1.97728 1.40799 -1.57258
C 3.07422 1.77423 -2.61287
C 2.57105 2.04886 -4.05729
C 1.51409 1.05127 -4.58184
C 1.78042 -0.42684 -4.28040
C 0.42032 -1.17186 -4.54814
C -0.34418 -1.46785 -3.22873
N -1.76343 -1.15330 -3.31152
O -2.11034 -0.39280 -2.16122
C -2.12714 1.00267 -2.40669
C -3.55120 1.62146 -2.17544
H 1.61456 -1.29495 -1.08435
H 3.41538 -1.41391 -1.16472
H 2.58773 -1.43370 0.36778
H 3.76325 0.81970 -0.49832
H 2.35489 0.83563 0.57345
H 1.54805 2.28511 -1.06008
H 1.12534 0.85518 -1.98024
H 3.88902 1.03811 -2.59013
H 3.53144 2.71909 -2.26548
H 2.16229 3.06679 -4.12758
H 3.43763 1.98674 -4.73857
H 0.53426 1.28645 -4.13827
H 1.41578 1.18258 -5.67008
H 2.02575 -0.62891 -3.23206
H 2.55636 -0.89217 -4.90653
H -0.22894 -0.47599 -5.10454
H 0.54305 -2.05105 -5.19797
H -0.13708 -2.51075 -2.87394
H 0.08433 -0.80298 -2.44008
H -1.45712 1.51280 -1.68070
H -1.76277 1.26331 -3.40940
H -4.20982 0.79098 -1.88000
H -3.55114 2.32973 -1.33976
H -3.93489 2.10247 -3.08269
C -8.69782 3.76212 -1.34169
C -8.36126 4.76429 -0.25690
O -6.98965 4.64162 0.14700
C -6.10416 5.26149 -0.62773
O -6.36647 5.89158 -1.60575
C -4.69765 5.08272 -0.05794
F -4.47428 3.82567 0.31883
F -4.51025 5.86079 1.01791
F -3.76328 5.40685 -0.94112
H -8.44976 2.75106 -1.01685
H -9.75911 3.80525 -1.58673
H -8.12454 3.95854 -2.24760
H -8.95803 4.56436 0.63190
H -8.57854 5.78527 -0.57128
C 3.72103 -5.85165 4.18597
C 3.27380 -4.41290 4.39688
O 4.37211 -3.51520 4.12033
C 4.59560 -3.16997 2.84931
O 3.97067 -3.51132 1.89676
C 5.77396 -2.19848 2.79091
F 6.79372 -2.60580 3.55562
F 5.41597 -0.98446 3.22138
F 6.23752 -2.06256 1.55509
H 4.60770 -6.05370 4.78957
H 2.93378 -6.55000 4.46792
H 3.98816 -6.03987 3.14612
H 3.00065 -4.25959 5.43978
H 2.39974 -4.16000 3.79660
C 1.10164 4.52290 1.76117
C 2.44482 4.24940 2.39216
O 2.43019 4.58763 3.79195
C 1.92017 3.66893 4.60418
O 1.48131 2.61324 4.26796
C 2.01581 4.14660 6.05310
F 1.63644 5.42146 6.18447
F 3.27186 4.05822 6.50562
F 1.25037 3.42204 6.86137
H 0.79828 5.55659 1.93520
H 1.13773 4.34044 0.68755
H 0.32900 3.88637 2.19276
H 3.20463 4.87862 1.93147
H 2.75203 3.21353 2.24831
C -2.96471 -5.30354 -0.41803
C -1.74320 -4.73782 0.26768
O -1.10145 -5.75192 1.06395
C -0.29470 -6.57007 0.40821
O -0.06086 -6.53310 -0.75829
C 0.33154 -7.55908 1.37774
F -0.56956 -8.06999 2.22604
F 1.29529 -7.00445 2.13079
F 0.88961 -8.58557 0.74224
H -3.63826 -5.75499 0.31793
H -3.49198 -4.52684 -0.95444
H -2.68975 -6.08323 -1.12753
H -2.03477 -3.94552 0.95619
H -1.04382 -4.30384 -0.44763